one:
Entry from the OMol25 dataset: a molecular structure, C45H42CoN8SSe (the ωB97M-V functional and the def2-TZVPD basis).

CARTESIAN COORDINATES (ANGSTROEM)
Co 0.154 -0.165 -0.375
C -3.772 -5.911 0.281
C -2.999 -4.636 0.471
C -2.228 -4.414 1.614
C -1.498 -3.256 1.778
C -1.498 -2.237 0.814
N -0.769 -1.043 0.999
C -0.797 -0.610 2.339
C -1.966 -0.717 3.111
C -2.018 -0.316 4.424
C -0.902 0.250 5.047
C -0.962 0.698 6.481
C 0.231 0.425 4.281
C 0.283 -0.004 2.953
N 1.461 0.262 2.215
C 2.688 0.475 2.724
C 3.458 1.054 1.746
C 2.611 1.153 0.645
N 1.406 0.652 0.918
C -2.222 -2.498 -0.339
C -2.959 -3.666 -0.513
N -2.099 -1.598 -1.428
C -2.965 -1.417 -2.432
C -2.268 -0.898 -3.504
C -0.961 -0.793 -3.050
N -0.842 -1.209 -1.782
H -4.095 -6.321 1.237
H -3.157 -6.668 -0.210
H -4.654 -5.752 -0.338
H -2.187 -5.174 2.384
H -0.905 -3.126 2.673
H -2.851 -1.134 2.649
H -2.942 -0.428 4.978
H -1.480 -0.037 7.097
H -1.515 1.636 6.578
H 0.035 0.844 6.897
H 1.096 0.919 4.707
H 2.918 0.205 3.739
H 4.484 1.367 1.816
H 2.826 1.579 -0.317
H -3.489 -3.821 -1.445
H -4.001 -1.687 -2.322
H -2.652 -0.626 -4.470
H -0.097 -0.449 -3.588
C 3.623 -3.940 1.234
C 4.718 -3.686 0.195
C 6.019 -3.356 0.941
C 4.916 -4.958 -0.640
C 4.354 -2.535 -0.739
C 5.330 -2.010 -1.613
C 5.085 -0.943 -2.450
C 3.820 -0.360 -2.411
S 3.221 1.068 -3.213
C 1.727 0.887 -2.386
N 1.654 -0.168 -1.614
C 2.837 -0.887 -1.580
C 3.088 -1.982 -0.757
C 0.572 1.762 -2.363
C 0.320 2.807 -3.245
C -0.897 3.462 -3.163
C -1.834 3.062 -2.216
C -1.567 2.030 -1.321
C -0.346 1.383 -1.373
H 3.965 -4.698 1.940
H 2.704 -4.310 0.777
H 3.389 -3.035 1.800
H 6.228 -4.134 1.677
H 5.938 -2.402 1.466
H 6.876 -3.303 0.270
H 5.178 -5.797 0.008
H 5.717 -4.833 -1.370
H 4.003 -5.215 -1.180
H 6.314 -2.457 -1.634
H 5.859 -0.565 -3.104
H 2.287 -2.357 -0.133
H 1.053 3.092 -3.992
H -1.123 4.273 -3.842
H -2.792 3.565 -2.171
H -2.306 1.753 -0.581
C -3.563 4.992 2.163
N -2.742 4.597 3.288
C -1.661 3.780 3.228
Se -0.921 2.992 1.749
N -1.195 3.672 4.497
C -1.961 4.422 5.377
C -1.882 4.645 6.741
C -2.842 5.477 7.299
C -3.839 6.065 6.519
C -3.912 5.846 5.151
C -2.954 5.013 4.599
H -3.230 4.431 1.294
H -3.452 6.059 1.971
H -4.608 4.766 2.374
H -0.393 3.105 4.709
H -1.105 4.199 7.346
H -2.814 5.677 8.361
H -4.569 6.709 6.991
H -4.679 6.309 4.546

Charge: +1



two:
Entry from the OMol25 dataset: a molecular structure, C45H42CoN8SSe (the ωB97M-V functional and the def2-TZVPD basis).

CARTESIAN COORDINATES (ANGSTROEM)
Co 0.098 -0.086 -1.507
C -3.864 -5.812 -0.842
C -3.079 -4.544 -0.651
C -2.295 -4.334 0.486
C -1.556 -3.182 0.649
C -1.555 -2.159 -0.311
N -0.820 -0.972 -0.125
C -0.822 -0.546 1.217
C -1.981 -0.652 2.005
C -2.015 -0.255 3.319
C -0.888 0.304 3.931
C -0.927 0.746 5.367
C 0.236 0.476 3.149
C 0.269 0.050 1.820
N 1.443 0.303 1.073
C 2.682 0.483 1.568
C 3.453 1.048 0.582
C 2.594 1.174 -0.507
N 1.382 0.702 -0.218
C -2.289 -2.410 -1.460
C -3.039 -3.569 -1.630
N -2.164 -1.509 -2.548
C -3.038 -1.306 -3.539
C -2.346 -0.792 -4.615
C -1.032 -0.712 -4.177
N -0.905 -1.137 -2.913
H -4.181 -6.226 0.114
H -3.258 -6.570 -1.344
H -4.749 -5.642 -1.453
H -2.251 -5.100 1.252
H -0.954 -3.059 1.539
H -2.874 -1.062 1.552
H -2.932 -0.365 3.885
H -1.444 0.012 5.985
H -1.472 1.688 5.474
H 0.076 0.883 5.771
H 1.109 0.962 3.567
H 2.921 0.199 2.577
H 4.487 1.335 0.641
H 2.804 1.601 -1.471
H -3.579 -3.714 -2.557
H -4.079 -1.556 -3.416
H -2.736 -0.506 -5.575
H -0.168 -0.382 -4.723
C 3.588 -3.833 0.155
C 4.682 -3.589 -0.887
C 5.978 -3.237 -0.144
C 4.892 -4.876 -1.697
C 4.313 -2.459 -1.842
C 5.289 -1.936 -2.718
C 5.041 -0.880 -3.567
C 3.773 -0.304 -3.540
S 3.172 1.117 -4.352
C 1.677 0.936 -3.524
N 1.606 -0.114 -2.747
C 2.790 -0.829 -2.708
C 3.044 -1.916 -1.875
C 0.524 1.812 -3.518
C 0.287 2.846 -4.418
C -0.924 3.513 -4.357
C -1.870 3.139 -3.409
C -1.616 2.121 -2.493
C -0.402 1.462 -2.527
H 3.934 -4.574 0.876
H 2.673 -4.221 -0.298
H 3.344 -2.919 0.702
H 6.190 -3.998 0.608
H 5.890 -2.273 0.362
H 6.837 -3.192 -0.813
H 5.159 -5.700 -1.033
H 5.695 -4.757 -2.427
H 3.983 -5.149 -2.236
H 6.278 -2.376 -2.728
H 5.816 -0.504 -4.221
H 2.240 -2.289 -1.254
H 1.028 3.110 -5.164
H -1.138 4.314 -5.051
H -2.825 3.649 -3.377
H -2.362 1.864 -1.752
C -3.583 4.996 0.995
N -2.768 4.585 2.118
C -1.692 3.762 2.052
Se -0.947 2.989 0.568
N -1.231 3.636 3.321
C -1.995 4.381 4.207
C -1.918 4.588 5.573
C -2.874 5.420 6.138
C -3.865 6.024 5.362
C -3.934 5.821 3.991
C -2.981 4.987 3.432
H -3.252 4.442 0.121
H -3.465 6.065 0.814
H -4.630 4.776 1.201
H -0.433 3.062 3.531
H -1.146 4.130 6.177
H -2.848 5.608 7.203
H -4.592 6.667 5.839
H -4.696 6.296 3.389

Charge: +1



Pick one: it beats the second-best structure by 0.0031 hartree.



one:
Entry from the OMol25 dataset: 2 unconnected molecules or ions with the total composition C5H15N2S (the ωB97M-V functional and the def2-TZVPD basis).

CARTESIAN COORDINATES (ANGSTROEM)
C -1.566 -3.371 -1.097
C -0.134 -2.924 -1.046
C 0.711 -2.932 -2.055
N 0.282 -2.354 0.224
H -2.230 -2.554 -0.812
H -1.732 -4.162 -0.363
H -1.783 -3.780 -2.077
H 1.747 -2.616 -1.966
H 0.426 -3.301 -3.027
H -0.362 -2.614 0.968
H 1.207 -2.674 0.504
C 0.025 1.124 0.725
C 0.235 2.592 0.278
S 0.202 3.710 1.673
N 0.127 0.178 -0.425
H -0.962 0.987 1.161
H 0.789 0.829 1.441
H -0.530 2.918 -0.430
H 1.206 2.726 -0.218
H 0.310 4.873 0.979
H 0.150 -0.938 -0.066
H 0.996 0.317 -0.948
H -0.627 0.326 -1.106

<S²>: 0.75
Spin multiplicity: 2
Charge: +2



two:
Entry from the OMol25 dataset: a gas-phase ion, C5H15N2S (charge +2) (the ωB97M-V functional and the def2-TZVPD basis).

CARTESIAN COORDINATES (ANGSTROEM)
C -0.417 -1.420 -0.522
N 0.512 -0.627 -1.289
C 0.036 0.427 -2.153
C 0.000 1.842 -1.523
S -0.914 2.924 -2.681
C -0.663 -0.908 0.896
N 0.607 -0.905 1.664
C 0.422 -0.561 3.115
H -1.366 -1.553 -1.048
H -0.020 -2.426 -0.448
H 1.349 -1.024 -1.681
H 0.701 0.515 -3.006
H -0.958 0.215 -2.568
H -0.646 1.906 -0.631
H 0.937 2.350 -1.308
H -0.375 4.127 -2.375
H -1.021 0.125 0.844
H -1.425 -1.466 1.436
H 1.054 -1.826 1.634
H 1.286 -0.288 1.211
H 0.062 -1.439 3.634
H 1.278 -0.095 3.583
H -0.442 0.107 3.218

<S²>: 0.75
Spin multiplicity: 2
Charge: +2



Pick two: it beats the second-best structure by 0.0105 hartree.



one:
Entry from the OMol25 dataset: CClNS2 in the gas phase (the ωB97M-V functional and the def2-TZVPD basis).

CARTESIAN COORDINATES (ANGSTROEM)
C -0.120 1.195 -0.312
N -1.215 1.519 -0.182
S 1.342 0.356 -0.519
S 0.526 -1.682 -0.285
Cl -0.533 -1.388 1.299

SMILES: N#CSSCl
Charge: 0



two:
Entry from the OMol25 dataset: a molecular structure, CClNS2 (the ωB97M-V functional and the def2-TZVPD basis).

CARTESIAN COORDINATES (ANGSTROEM)
C -0.176 -1.184 -0.270
N -0.526 -1.349 -1.358
S 0.493 -0.989 1.224
S 0.200 1.735 1.192
Cl 0.009 1.787 -0.789

Charge: 0



Pick one: it beats the second-best structure by 0.0415 hartree.



one:
Entry from the OMol25 dataset: 2 unconnected molecules or ions with the total composition C23H32N4O3 (the ωB97M-V functional and the def2-TZVPD basis).

CARTESIAN COORDINATES (ANGSTROEM)
C -3.801 -4.669 0.164
H -4.355 -5.536 -0.045
H -2.952 -4.547 -0.750
H -3.273 -4.751 1.010
O -4.659 -3.700 -0.123
C -4.107 -2.423 0.205
O -2.933 -2.369 0.465
C -4.972 -1.194 -0.029
C -4.660 0.160 0.089
N -3.253 0.459 0.359
C -2.734 1.924 0.366
O -3.341 2.883 0.092
C -1.157 1.405 0.400
C -0.530 1.147 -0.766
N 0.828 0.672 -0.861
C 1.679 1.733 -0.282
C 3.215 1.134 -0.626
N 3.427 0.098 0.245
C 2.659 -0.817 -0.241
C 1.093 -0.419 0.211
H 0.376 -1.270 -0.249
H 0.916 -0.144 1.325
H 2.775 -1.679 0.501
H 2.572 -1.167 -1.064
C 4.860 -0.075 0.016
C 5.671 -0.435 -1.090
C 7.008 -1.169 -0.833
C 7.824 0.147 0.011
C 6.982 0.190 1.475
C 5.687 0.714 1.180
H 5.732 1.824 0.544
H 5.095 0.887 1.925
H 7.652 0.982 1.990
H 6.982 -0.839 1.900
H 8.752 -0.481 0.237
H 7.943 1.138 -0.447
H 7.539 -1.123 -1.956
H 6.938 -1.936 -0.067
H 5.011 -1.122 -1.680
H 5.530 0.618 -1.524
H 4.941 -1.279 0.956
H 3.734 2.176 -0.203
H 3.167 1.008 -1.720
H 1.468 2.485 -1.010
H 1.571 2.125 0.579
H -0.946 0.111 -1.148
H -0.571 1.723 -1.528
H -0.632 2.418 0.792
H -0.932 0.981 1.218
H -2.823 -0.249 0.505
C -5.794 0.925 0.024
C -6.122 2.280 0.041
C -7.277 2.661 -0.139
C -8.410 1.561 -0.094
C -8.074 0.232 -0.101
C -6.816 0.014 0.126
N -6.339 -1.387 -0.138
H -6.883 -2.194 -0.100
H -8.938 -0.345 -0.314
H -9.354 1.961 -0.002
H -7.669 3.574 -0.115
H -5.318 2.965 0.293

Charge: 0



two:
Entry from the OMol25 dataset: a molecular structure, C23H32N4O3 (the ωB97M-V functional and the def2-TZVPD basis).

CARTESIAN COORDINATES (ANGSTROEM)
C -0.029 5.380 1.277
H 0.939 5.981 1.439
O 0.599 4.251 0.700
C -0.372 3.164 0.294
C -1.783 3.126 0.194
C -2.670 2.175 -0.038
C -2.132 0.969 -0.404
C -0.672 0.997 -0.704
C 0.115 2.023 -0.239
O 1.562 1.934 -0.130
C 2.159 0.984 -0.422
C 2.030 -0.152 0.583
C 3.048 -1.625 0.241
N 4.417 -0.913 0.238
C 4.498 -0.109 -1.050
C 3.612 1.130 -0.521
H 3.807 1.702 -1.424
H 4.008 1.595 0.340
H 5.658 0.294 -1.115
H 4.121 -0.506 -1.744
C 5.342 -2.069 0.171
C 5.364 -2.841 -0.843
H 6.157 -3.650 -0.766
H 4.444 -3.293 -1.083
H 5.853 -2.188 -2.082
C 6.844 -1.464 0.606
H 7.440 -2.471 0.921
H 7.246 -0.817 -0.266
H 6.580 -0.814 1.545
H 5.111 -2.745 1.167
H 2.990 -2.055 1.122
H 2.608 -1.959 -0.685
H 2.515 0.260 1.627
H 1.085 -0.709 0.810
H 1.788 0.292 -1.369
H -0.209 0.245 -0.905
C -2.782 -0.095 -1.176
O -2.296 -1.186 -0.793
N -4.119 0.151 -1.355
H -4.627 1.137 -1.095
C -4.940 -1.076 -1.341
C -6.193 -0.628 -2.339
H -5.657 -0.540 -3.494
H -6.767 -1.692 -2.682
H -6.757 0.228 -2.376
H -4.256 -1.929 -1.796
C -5.617 -1.398 -0.097
C -4.510 -1.595 0.944
N -4.164 -0.239 1.366
C -3.306 -0.370 2.362
C -2.576 -1.615 2.557
N -3.044 -2.742 2.024
C -3.887 -2.619 1.130
H -4.370 -3.686 0.895
H -1.644 -1.829 3.394
H -2.776 0.585 2.955
H -6.363 -0.506 0.054
H -6.383 -2.187 -0.169
H -3.656 2.473 0.015
H -2.130 4.188 1.012
H -0.606 5.816 0.335
H -0.646 5.234 2.179

Charge: 0



Pick one: it beats the second-best structure by 0.0676 hartree.